Below is C24H19ClN2O10STa as an isolated structure at a distorted geometry, with properties calculated with wB97M-V/def2-TZVPD.

Computed properties:
E_HOMO in eV: -11.700
Net charge: +1
Largest force on an atom in eV Å⁻¹: 1.25
E in eV: -73561.146

Geometry as XYZ:
```
58
Properties=species:S:1:pos:R:3:forces:R:3:lowdin_charge:R:1
Ta 0.2906 1.3019 -0.8417 -0.32 -0.16 0.69 2.000
O -0.8100 4.7802 1.0422 0.00 0.05 0.05 0.194
C -0.8525 3.7834 0.3986 0.28 -0.13 -0.20 -0.474
O 0.2150 3.1269 -0.1055 -0.15 0.39 0.14 -0.171
C -2.1072 3.0569 0.0153 -0.07 -0.09 -0.06 -0.137
C -3.4091 3.4017 0.3048 -0.07 0.04 0.01 0.069
C -4.4202 2.5705 -0.1689 -0.06 0.02 0.02 0.030
C -4.1148 1.4343 -0.9136 -0.09 0.01 0.01 0.066
C -2.7855 1.1608 -1.1435 0.02 0.10 0.03 -0.143
N -1.8315 1.9597 -0.6793 0.20 -0.11 -0.09 0.042
C -2.2042 0.0124 -1.9094 0.44 0.04 0.00 -0.480
O -2.8194 -0.7797 -2.5421 -0.06 -0.09 0.03 0.188
O -0.8501 0.0340 -1.7910 -0.27 -0.25 -0.14 -0.176
H -3.6145 4.2924 0.8820 0.00 0.00 0.00 0.143
H -5.4540 2.8105 0.0405 0.01 0.00 0.00 0.132
H -4.8785 0.7750 -1.3019 0.01 0.00 0.00 0.143
Cl 6.6164 1.3069 -4.6644 -0.03 0.01 0.01 0.731
C 5.0537 1.4739 -3.9563 0.04 -0.01 -0.01 -0.644
C 4.3050 2.6249 -4.1927 -0.05 0.05 0.00 -0.039
C 3.0435 2.7828 -3.6367 0.15 0.09 -0.14 0.038
C 2.5491 1.7795 -2.8358 -0.58 -0.01 0.26 -0.245
O 1.3112 1.8802 -2.2770 0.78 0.54 -0.82 -0.190
C 3.2830 0.6214 -2.5873 0.01 -0.34 0.17 -0.118
C 2.7561 -0.4490 -1.7707 0.10 0.03 -0.11 -0.082
O 1.6984 -0.4354 -1.1332 -0.36 0.27 0.13 -0.057
C 4.5457 0.4684 -3.1621 0.11 -0.03 -0.06 -0.022
H 4.7175 3.4023 -4.8216 0.00 -0.01 0.00 0.124
H 2.4542 3.6703 -3.8196 0.01 0.00 0.00 0.137
H 3.3522 -1.3660 -1.7180 0.01 -0.01 -0.01 0.158
H 5.1196 -0.4323 -2.9830 0.01 0.02 -0.01 0.129
C -0.7777 -4.7845 -0.9964 -0.02 0.00 0.03 -0.036
C -1.0084 -3.9502 0.2346 0.02 -0.04 -0.06 -0.253
C -0.4382 -4.2981 1.4528 0.05 -0.03 0.02 -0.021
C -0.6348 -3.5225 2.5887 -0.01 0.07 -0.08 -0.045
C -1.4152 -2.3810 2.4977 -0.05 -0.05 -0.12 -0.292
C -2.0111 -2.0217 1.2904 0.02 -0.05 0.04 -0.058
C -1.8049 -2.8048 0.1709 -0.02 0.03 -0.02 -0.029
S -1.6579 -1.3620 3.9149 -0.03 -0.06 0.10 0.629
O -2.9679 -0.7909 3.8270 -0.01 -0.03 0.05 -0.279
O -1.1841 -2.0846 5.0532 -0.06 0.04 -0.01 -0.265
N -0.6390 -0.0861 3.7082 0.05 0.05 0.01 -0.127
C 0.7945 -0.3549 3.6059 -0.07 0.07 0.05 -0.198
C 1.4955 0.8427 2.9734 0.11 -0.04 0.03 -0.049
C 1.2337 0.9553 1.5179 -0.17 -0.19 -0.34 -0.531
O 2.0301 1.3952 0.6663 -0.23 0.02 -0.04 0.006
O 0.0606 0.5879 1.0391 0.31 -0.16 0.32 -0.138
H -0.4248 -5.7817 -0.7391 0.00 0.00 0.01 0.080
H -0.0275 -4.3234 -1.6425 -0.01 0.02 0.01 0.083
H -1.6926 -4.8844 -1.5802 0.00 0.01 0.00 0.086
H 0.1599 -5.1986 1.5213 0.00 0.00 0.01 0.119
H -0.2045 -3.8008 3.5411 -0.02 -0.02 0.01 0.118
H -2.6606 -1.1542 1.2499 0.00 -0.01 0.03 0.110
H -2.2843 -2.5443 -0.7663 0.02 -0.05 0.03 0.103
H -1.0116 0.4913 2.9657 0.07 0.01 0.00 0.088
H 1.0023 -1.2587 3.0220 -0.01 -0.01 -0.03 0.123
H 1.1963 -0.5071 4.6052 -0.04 -0.03 0.02 0.132
H 2.5746 0.8042 3.1134 0.00 0.01 0.03 0.143
H 1.1379 1.7694 3.4371 0.04 0.01 0.00 0.156
```
Positions in Å, forces in eV/Å.

***

Below is C39H46GeO5SSb3Tc as an isolated structure at a distorted geometry, with properties calculated with wB97M-V/def2-TZVPD.

Computed properties:
Expectation value of S²: 0.772
2S+1: 2
E_HOMO (spin up / spin down) in eV: -10.394 / -10.414
Net charge: +1
Largest force on an atom in eV Å⁻¹: 1.24
E in eV: -140581.282

Geometry as XYZ:
```
96
Properties=species:S:1:pos:R:3:forces:R:3:lowdin_charge:R:1
Tc 0.1112 -0.2532 -0.5784 -1.17 0.41 -0.06 0.771
O -1.8768 -0.6254 5.2696 -0.08 0.02 0.04 0.189
C -1.5800 -0.5050 4.1216 0.00 0.03 -0.07 -0.228
C -0.8465 0.6902 3.4786 0.07 -0.09 -0.13 -0.283
O -0.5824 1.7414 3.9973 0.03 0.08 0.06 0.148
C -0.5595 0.2390 2.1086 -0.15 -0.23 0.25 -0.342
C -1.0071 -1.0415 1.8738 0.12 0.19 -0.10 -0.335
O -0.7717 -1.6074 0.7164 -0.22 -0.15 0.11 -0.270
C -1.8144 -1.5358 3.0002 0.00 -0.08 -0.01 -0.272
O -2.5549 -2.4847 3.0360 0.06 -0.07 0.00 0.145
O 0.0519 0.9017 1.1543 0.34 -0.15 -0.66 -0.299
C 2.3920 -1.1270 2.6000 0.05 -0.03 0.02 -0.256
Sb 2.5510 -0.5922 0.5538 0.02 -0.17 0.10 1.443
C 3.8291 -2.1230 -0.1670 0.02 0.01 -0.04 -0.285
C 3.9635 1.0020 0.7208 0.01 0.03 0.00 -0.286
C 4.4441 1.5042 -0.6089 0.00 -0.03 0.00 -0.286
C 5.6191 0.9695 -1.1386 0.00 -0.02 -0.01 -0.051
C 6.1297 1.3967 -2.3525 0.01 0.00 0.00 -0.070
C 5.4706 2.3944 -3.0555 0.00 0.01 -0.01 -0.070
C 4.3053 2.9349 -2.5393 -0.01 0.00 0.00 -0.065
C 3.7642 2.4955 -1.3301 0.01 0.03 0.00 -0.291
C 2.4731 3.0984 -0.8555 0.01 -0.01 -0.01 -0.280
Sb 0.7811 2.0846 -1.6960 0.03 0.06 0.10 1.376
C -0.7211 3.5513 -1.4284 -0.02 0.00 0.00 -0.285
C 1.2201 2.2623 -3.7592 -0.02 -0.02 -0.04 -0.265
H 3.3854 -1.3710 2.9751 -0.01 0.01 0.01 0.023
H 1.7413 -1.9926 2.7120 0.00 0.01 -0.01 0.021
H 1.9860 -0.2913 3.1678 0.02 0.00 -0.01 0.020
H 4.6880 -2.2059 0.4980 0.00 -0.01 -0.02 0.020
H 4.1696 -1.8875 -1.1746 -0.01 0.00 0.02 0.013
H 3.2915 -3.0699 -0.1827 0.01 0.00 0.01 0.014
H 4.7913 0.5627 1.2790 0.00 0.04 0.02 0.073
H 3.5191 1.7764 1.3450 -0.01 0.00 -0.02 0.068
H 6.1532 0.2149 -0.5709 -0.01 0.02 -0.01 0.115
H 7.0480 0.9701 -2.7347 -0.02 0.01 0.01 0.109
H 5.8690 2.7604 -3.9929 -0.01 -0.01 0.02 0.110
H 3.8037 3.7309 -3.0788 0.01 -0.01 0.01 0.113
H 2.3845 4.1338 -1.1864 0.00 0.00 0.01 0.075
H 2.3498 3.0817 0.2262 0.00 0.00 -0.01 0.060
H -0.3756 4.4986 -1.8391 -0.02 0.01 0.01 0.019
H -0.9193 3.6577 -0.3629 0.01 -0.01 -0.01 0.020
H -1.6357 3.2420 -1.9313 0.01 0.00 0.00 -0.001
H 1.3685 3.3160 -3.9906 0.01 -0.01 -0.01 0.024
H 0.3917 1.8729 -4.3466 0.05 0.04 0.02 -0.012
H 2.1271 1.7079 -3.9940 0.00 0.00 0.00 0.016
C -1.2674 -3.3119 -3.2538 0.00 -0.01 0.04 -0.201
Ge -0.0617 -1.8597 -3.7470 -0.19 0.03 -0.07 0.738
C 1.3174 -2.5409 -4.9514 0.05 -0.01 0.01 -0.215
C -1.0304 -0.4180 -4.6499 -0.02 0.02 0.01 -0.233
C 0.9695 -1.3241 -2.1250 0.68 0.18 0.44 -0.523
H -2.0603 -3.4222 -3.9938 0.01 0.00 -0.01 0.028
H -1.7283 -3.1293 -2.2848 -0.05 0.02 0.00 -0.036
H -0.7209 -4.2537 -3.1845 -0.01 0.01 0.00 0.035
H 0.8544 -2.9941 -5.8295 0.00 0.01 0.01 0.028
H 1.9278 -3.2981 -4.4577 -0.01 0.01 -0.01 0.025
H 1.9704 -1.7347 -5.2891 -0.01 -0.01 0.01 0.022
H -2.0194 -0.7751 -4.9433 0.03 -0.01 0.00 0.022
H -0.4925 -0.1180 -5.5505 -0.01 0.01 0.02 0.026
H -1.1802 0.4510 -4.0128 -0.03 -0.02 0.00 -0.044
H 1.8588 -0.8228 -2.5281 0.00 -0.08 -0.09 -0.018
H 1.3385 -2.2740 -1.7124 -0.03 -0.04 -0.08 -0.006
S -2.0610 0.1394 -1.3496 0.33 -0.04 0.01 0.209
Sb -3.7058 -1.4362 -0.7036 -0.03 -0.01 -0.07 1.440
C -4.8010 -1.6196 -2.4849 0.02 0.03 -0.02 -0.373
C -5.1485 -0.4622 -3.1789 0.00 0.01 -0.01 -0.131
C -5.8770 -0.5592 -4.3544 0.00 0.00 0.00 -0.068
C -6.2560 -1.8065 -4.8357 0.00 -0.01 0.01 -0.064
C -5.9070 -2.9582 -4.1452 0.00 0.00 -0.01 -0.066
C -5.1766 -2.8683 -2.9670 0.04 -0.03 0.00 -0.114
C -4.9804 -0.3684 0.5678 -0.03 -0.04 0.03 -0.351
C -6.3549 -0.4865 0.3841 -0.02 0.01 0.03 -0.122
C -7.2168 0.1639 1.2567 0.00 0.00 -0.02 -0.064
C -6.7070 0.9262 2.2980 0.01 0.00 0.01 -0.057
C -5.3346 1.0557 2.4666 -0.01 0.01 0.01 -0.053
C -4.4677 0.4097 1.5993 0.01 0.02 -0.02 -0.109
C -3.5832 -3.4072 0.0168 0.09 0.05 0.09 -0.351
C -4.8122 -3.8906 0.4542 -0.02 -0.01 0.04 -0.121
C -4.8946 -5.1784 0.9641 -0.04 0.01 -0.01 -0.057
C -3.7577 -5.9685 1.0319 0.01 -0.02 -0.01 -0.055
C -2.5372 -5.4772 0.5904 0.02 -0.01 -0.01 -0.054
C -2.4403 -4.1904 0.0836 -0.04 0.01 0.01 -0.122
H -4.8528 0.5137 -2.8102 -0.01 -0.01 0.00 0.096
H -6.1509 0.3382 -4.8938 0.00 -0.01 0.01 0.111
H -6.8263 -1.8792 -5.7528 0.01 0.00 0.01 0.112
H -6.2016 -3.9293 -4.5220 0.01 0.02 0.01 0.112
H -4.8997 -3.7722 -2.4372 0.00 0.00 0.02 0.100
H -6.7610 -1.0675 -0.4368 0.01 0.00 0.01 0.101
H -8.2863 0.0755 1.1194 0.00 0.00 0.00 0.112
H -7.3822 1.4282 2.9785 0.01 -0.01 -0.01 0.113
H -4.9385 1.6588 3.2734 -0.01 -0.01 -0.01 0.116
H -3.3980 0.5318 1.7189 0.02 -0.01 0.00 0.086
H -5.7051 -3.2745 0.4226 0.02 -0.01 0.01 0.098
H -5.8460 -5.5559 1.3154 0.02 0.01 -0.01 0.114
H -3.8220 -6.9701 1.4372 0.01 0.02 -0.01 0.113
H -1.6505 -6.0946 0.6537 -0.01 0.01 0.00 0.113
H -1.4830 -3.8018 -0.2250 0.06 0.03 0.03 0.084
```
Positions in Å, forces in eV/Å.

***

Below is a 4-piece molecular cluster, C27H50N4O2 overall at a distorted geometry, with properties calculated with wB97M-V/def2-TZVPD.

Computed properties:
SMILES string: COCCCCCCCCCC[C@@H]1CCC(=O)N1.CCCC#N.CCCC#N.CCCC#N
E_HOMO in eV: -9.352
Net charge: 0
Largest force on an atom in eV Å⁻¹: 1.01
E in eV: -38865.060

Geometry as XYZ:
```
83
Properties=species:S:1:pos:R:3:forces:R:3:lowdin_charge:R:1
C 6.6568 0.0093 0.6521 0.05 -0.04 -0.02 -0.116
O 5.5047 -0.2091 -0.1230 -0.05 -0.06 -0.14 -0.198
C 4.8369 0.9954 -0.4537 0.09 0.01 0.17 -0.243
C 3.5417 0.6742 -1.1871 0.00 -0.03 -0.07 -0.178
C 2.3399 1.4438 -0.6529 -0.11 0.09 0.03 -0.219
C 1.1306 1.3957 -1.5894 0.14 -0.09 0.02 -0.221
C -0.2082 1.6660 -0.9141 -0.15 0.18 0.11 -0.226
C -0.6266 0.5771 0.0757 0.06 0.00 0.01 -0.203
C -2.0866 0.6098 0.5792 -0.01 0.05 0.08 -0.203
C -3.1141 1.3308 -0.2956 0.12 0.03 -0.08 -0.220
C -4.5662 1.0087 0.0879 -0.05 0.04 0.13 -0.211
C -5.3755 0.4714 -1.0876 0.02 0.02 0.02 -0.159
C -6.8343 0.1153 -0.7708 -0.13 0.10 0.22 -0.306
C -7.8597 1.0886 -1.3636 0.10 0.04 0.14 -0.164
C -9.1162 0.8660 -0.5244 -0.01 0.28 0.08 -0.086
C -8.5903 0.2239 0.7451 0.09 0.02 0.26 -0.483
O -9.2392 -0.1934 1.6770 -0.02 0.12 -0.07 0.065
N -7.2001 0.1689 0.6699 -0.45 -0.67 -0.61 0.099
H 7.2130 -0.9257 0.6652 0.05 0.02 0.06 0.063
H 7.2890 0.7951 0.2218 0.02 -0.03 0.00 0.091
H 6.4039 0.2892 1.6816 -0.03 0.06 -0.01 0.089
H 4.6343 1.5577 0.4702 -0.06 -0.03 -0.02 0.121
H 5.5015 1.6166 -1.0694 -0.02 0.03 0.03 0.123
H 3.3701 -0.4001 -1.0886 -0.04 0.01 -0.02 0.120
H 3.6516 0.8766 -2.2553 0.04 -0.01 -0.01 0.114
H 2.0599 1.0457 0.3267 0.12 0.01 0.01 0.107
H 2.6287 2.4886 -0.4933 -0.08 0.00 0.04 0.117
H 1.2805 2.1257 -2.3895 0.01 -0.06 -0.06 0.112
H 1.0875 0.4118 -2.0711 -0.01 0.00 0.02 0.113
H -0.9655 1.7742 -1.6921 0.00 0.00 0.00 0.097
H -0.1638 2.6308 -0.3937 -0.04 0.00 -0.05 0.121
H 0.0267 0.6472 0.9478 0.01 -0.14 0.01 0.097
H -0.4178 -0.4013 -0.3683 -0.05 0.03 -0.12 0.113
H -2.1042 1.0566 1.5767 -0.10 0.04 0.01 0.111
H -2.4333 -0.4184 0.7148 0.08 -0.03 0.03 0.105
H -2.9459 1.0663 -1.3438 -0.06 -0.03 0.00 0.102
H -2.9550 2.4090 -0.2229 0.07 0.00 -0.12 0.113
H -4.5713 0.2777 0.9021 -0.02 0.01 -0.02 0.101
H -5.0645 1.8952 0.4840 0.01 -0.02 0.05 0.113
H -5.3755 1.2263 -1.8802 0.04 -0.06 -0.04 0.117
H -4.8641 -0.4044 -1.4962 0.02 0.00 0.01 0.114
H -7.0522 -0.8951 -1.1403 0.06 0.03 -0.05 0.144
H -7.5028 2.1060 -1.1987 0.06 0.00 -0.10 0.097
H -7.9864 0.9556 -2.4356 -0.05 -0.02 0.01 0.113
H -9.6119 1.8002 -0.2566 -0.05 -0.02 -0.04 0.112
H -9.8764 0.2264 -0.9727 0.11 -0.13 -0.02 0.123
H -6.8660 -0.5996 1.2385 0.24 0.20 0.14 0.141
C 7.8395 -3.3319 -0.7306 -0.03 0.03 -0.05 -0.112
C 8.4058 -4.3970 -1.6585 0.01 0.01 0.03 -0.252
C 9.3187 -5.3842 -0.9220 -0.03 -0.03 0.00 -0.188
C 10.4756 -4.7185 -0.3215 -0.19 -0.14 -0.08 -0.245
N 11.3722 -4.1806 0.1469 0.21 0.16 0.12 0.150
H 8.6391 -2.7322 -0.2914 0.01 -0.02 0.01 0.069
H 7.1682 -2.6587 -1.2638 0.00 0.00 0.01 0.074
H 7.2719 -3.7881 0.0832 0.00 0.01 -0.01 0.064
H 8.9659 -3.9314 -2.4714 0.00 0.00 0.00 0.113
H 7.5953 -4.9667 -2.1159 0.01 -0.02 0.00 0.109
H 9.6883 -6.1600 -1.5939 -0.02 0.01 0.00 0.118
H 8.7686 -5.8839 -0.1206 0.01 -0.01 -0.01 0.119
C -9.9356 6.2767 0.0180 0.00 0.01 0.00 -0.108
C -10.6144 6.5831 -1.3096 0.02 -0.01 0.00 -0.261
C -10.9806 5.3161 -2.0915 -0.03 0.01 0.03 -0.189
C -9.8033 4.5129 -2.4233 -0.17 0.10 0.00 -0.221
N -8.8719 3.8992 -2.6879 0.17 -0.09 -0.04 0.169
H -8.9946 5.7461 -0.1351 0.00 -0.01 0.00 0.071
H -9.7171 7.1948 0.5624 0.00 0.00 0.00 0.072
H -10.5726 5.6559 0.6512 0.00 0.00 0.00 0.078
H -9.9678 7.2069 -1.9293 0.00 0.00 0.01 0.111
H -11.5339 7.1464 -1.1421 -0.01 0.00 -0.01 0.107
H -11.4891 5.5631 -3.0246 -0.01 0.00 0.01 0.118
H -11.6583 4.6913 -1.5053 0.00 0.00 -0.01 0.120
C 9.1199 -3.9454 3.3171 -0.01 0.04 -0.07 -0.104
C 7.5986 -3.9768 3.2770 0.01 -0.01 0.00 -0.263
C 6.9936 -4.9223 4.3208 -0.02 0.03 -0.04 -0.191
C 7.4063 -6.3097 4.1039 -0.06 0.16 0.13 -0.243
N 7.7352 -7.3946 3.9349 0.07 -0.19 -0.10 0.143
H 9.5467 -4.9277 3.1093 -0.01 -0.01 0.01 0.072
H 9.5126 -3.2540 2.5716 0.03 -0.01 0.01 0.062
H 9.4785 -3.6225 4.2964 0.00 -0.01 0.00 0.078
H 7.2515 -4.2839 2.2885 0.01 0.01 0.01 0.087
H 7.1970 -2.9771 3.4537 -0.02 -0.01 0.02 0.107
H 5.9033 -4.8913 4.2910 0.01 0.02 0.01 0.117
H 7.3026 -4.6302 5.3266 0.00 -0.01 0.00 0.120
```
Positions in Å, forces in eV/Å.

***

Question: Number 3 is which compound?
Answer: C27H50N4O2

***

Question: net charge of number 3 (C27H50N4O2)?
Answer: 0